1.
Computed, not measured: a cluster of 7 separate species, C34H48NO20S in total, with ωB97M-V/def2-TZVPD.

## Properties
* Kohn-Sham gap: 7.261 eV
* highest occupied orbital energy: -10.6 eV

Geometry as ORCA input:
```
! RIJCOSX wB97M-V def2-TZVPD def2/J DEFGRID3
* xyz 1 1
C -2.0356 -1.9115 3.9028
O 2.5157 0.8677 4.2227
O 7.0515 0.3688 -3.6149
C 8.7594 1.7933 -3.0939
C 0.5016 5.8445 1.4431
C -4.4599 -2.8692 -2.0381
H -0.8309 -3.6959 4.1080
H 3.8941 3.9379 1.7069
C -2.4994 -4.5028 0.7732
C -8.2662 -0.4758 -3.9631
H 2.2609 -0.4574 -5.8399
H -3.3313 -4.7452 -2.5566
C 0.4290 -2.4849 -3.4101
H 2.5325 -2.2359 -5.2486
H 2.0429 3.3009 0.4827
H -2.7042 -2.4805 3.2405
C -6.3029 -1.2688 -2.2543
C 4.9713 3.9477 1.5359
C 3.3118 0.5875 -3.0150
C 8.2919 0.3814 -2.9251
O -5.2846 -0.9619 4.1145
H 3.9816 -1.0820 -5.2223
S -1.1424 -2.9021 -2.4401
C -1.6772 -4.5683 -0.2673
C 1.2146 3.7665 1.0206
O -0.4916 5.2558 0.7190
C 1.8965 0.4466 -0.7022
O 0.0742 -2.1472 3.0622
C -5.9980 0.2013 3.7197
O 0.0946 -0.2120 1.8768
H 5.2287 3.1633 3.5319
H -0.2636 -2.3187 5.0813
C -0.7506 -4.5194 -1.6066
H -8.5698 -1.8474 -2.0968
O 3.0760 2.6644 5.4513
H 6.7527 3.4976 2.6782
H -6.7232 0.4903 4.4825
O 1.5942 5.0348 1.5316
H 1.9427 -0.3138 5.8306
H 0.9254 3.1212 1.8550
C 2.4394 -0.6218 -3.5693
O 5.2497 3.2585 0.3251
H 5.3125 4.9834 1.4811
H 0.0867 -2.1630 -4.4745
H -4.2184 -3.9740 -3.9829
C -0.7323 -2.6090 4.1355
O -5.7559 -1.1981 1.9311
C 1.2715 -1.2993 -2.7284
C 5.5735 1.9786 0.6622
C -3.5482 -3.7327 -3.0567
C 2.7094 0.4122 5.5529
H -7.3752 -0.5171 -4.6891
H -5.2871 1.0207 3.5769
O 0.4241 6.9357 1.9403
H 0.1909 -1.2690 -0.6343
H 9.8476 1.8695 -3.1378
C -6.6510 -0.2201 2.4408
H 8.9650 -0.3420 -3.3953
O 5.7015 1.0808 -0.1295
H -6.0703 -3.0304 -3.4189
H -2.5620 -1.6896 4.8333
H 0.3724 -4.5257 -1.3328
C 2.6229 1.6710 6.3584
H -9.0930 0.0181 -1.1586
O 5.7308 1.8460 2.0090
C 0.0620 4.0927 0.1225
H -9.1672 -1.0637 -4.4094
H 0.3802 4.3352 -0.8961
C -5.0608 -1.6926 2.9903
O -4.3363 -2.6565 2.9391
O 2.9864 2.8333 3.1894
H -6.7642 0.6072 1.7378
H 3.6789 2.0161 -1.1886
C 2.8697 2.1816 4.1957
O -1.6467 -0.7124 3.2440
H 3.2541 1.6408 7.2485
H 8.3884 2.4542 -2.3047
H 1.5974 1.9072 6.6579
H -4.0422 -1.8040 -1.8137
H -8.6264 0.6324 -3.9179
H -1.0300 -5.3692 -2.3555
H -0.6753 3.2886 0.0819
H 3.6920 -0.0640 5.6241
H -7.6279 -0.6853 2.6024
C 7.0904 1.3817 -4.5239
O -8.2016 0.1581 -1.5699
C 3.0271 1.1442 -1.5467
H -3.2540 -4.0663 1.5356
H 1.0698 -3.4548 -3.5326
H -5.7409 -0.5981 -3.0046
N -5.8872 -2.6928 -2.4606
H -6.0389 -0.9486 -1.1786
C 1.0235 -0.7532 -1.2601
H 8.1558 0.1098 -1.8765
C 2.8262 -1.1282 -5.0776
O 8.1756 2.1803 -4.3283
H -4.4909 -3.4643 -1.0319
C -7.8840 -0.9942 -2.4503
O 6.2700 1.5498 -5.3884
C -0.4440 -0.9545 2.6562
C 5.7200 3.1554 2.5585
O -2.3745 -3.0356 -3.5808
H 1.6730 0.8356 0.3697
H 4.1353 1.0805 -3.6710
*
```

2.
Computed, not measured: a structure of composition C27H38FeO3, with ωB97M-V/def2-TZVPD.

## Properties
* Kohn-Sham gap (spin up / spin down): 1.322 / 5.843 eV
* highest occupied orbital energy (spin up / spin down): 3.4 / -1.2 eV
* expectation value of S²: 6.093

Geometry as ORCA input:
```
! RIJCOSX wB97M-V def2-TZVPD def2/J DEFGRID3
* xyz -2 5
H -1.7999 2.8516 2.6287
H 1.8904 3.6173 4.6429
H -3.9027 1.0711 -1.4669
H 3.5955 -0.1906 0.8481
H -2.2119 -2.1099 -0.1843
H 1.0357 1.2362 -1.7660
H -1.9151 1.0149 3.9165
H -3.0655 1.2979 -4.0555
H 2.9899 4.3304 2.8549
C -4.5004 -1.0443 -2.0497
C 0.0610 3.2906 3.5724
H 0.4882 -1.3504 2.2658
H -0.2670 0.0574 -3.4988
H -4.9885 -1.4184 -1.1522
H -1.8896 -3.8704 -2.2562
O 1.9726 -0.9692 -1.4860
C 1.8685 -4.9054 -1.3159
O 1.2612 -2.7320 -0.3334
H -0.4468 2.3492 1.6538
H -1.7965 -0.9784 2.9211
H 2.9659 0.5288 -0.6484
H -2.1812 0.0669 1.5679
H 1.8749 3.6070 1.7048
C -0.2595 -1.0389 1.5199
H -0.7526 -1.9347 1.1195
H 3.5066 1.4751 2.8720
O 1.4122 0.9021 2.1258
H 2.5196 -5.2972 -2.0963
H -0.3872 3.3176 4.5729
C 2.4757 3.3852 2.6007
H 3.1482 -3.1803 -1.0847
C -3.7792 -0.8471 -4.2810
H 1.7120 1.9693 4.0814
H 2.1389 -5.3951 -0.3808
C -3.9272 0.2829 -2.2172
H 4.6741 1.9421 0.4154
C 0.5030 -0.3929 0.3375
H -0.0420 4.2991 3.1574
C 1.3187 -1.4067 -0.5447
H -0.7407 -2.4882 -4.3468
Fe -2.6350 -1.1146 -2.6861
C -1.0384 -2.0913 -3.3798
C -4.4106 -1.7377 -3.3214
H 0.3757 2.3706 -0.5489
C 1.6051 0.4909 1.0018
C 1.5563 3.0109 3.7832
C -1.6518 -2.8077 -2.2849
H -4.8115 -2.7245 -3.5397
H -0.6174 1.9486 -1.9364
C -1.0728 -0.6719 -1.5156
C 2.1000 -3.4208 -1.3089
C -1.0388 0.9439 3.2299
C -1.7422 -1.9209 -1.1502
C -0.7272 -0.7529 -2.9283
C -3.4798 0.4085 -3.5994
C 3.6313 1.9890 0.7539
C -0.4484 0.3225 -0.5339
C 0.1271 1.5481 -1.2327
H 0.8499 -5.1555 -1.6005
C -0.8099 2.3700 2.6880
H -1.2899 0.6859 0.0874
C -1.3615 -0.2109 2.2505
H 3.1348 2.7311 0.1154
H 4.5684 2.8251 2.5097
H -3.6177 -1.0510 -5.3321
C 3.5918 2.3796 2.2516
C 3.0009 0.6532 0.4401
H 1.8517 -2.9969 -2.2890
H -0.1995 0.6365 3.8616
*
```

Electronic energy values, unit eV, following the record order: -89293.138 -69137.564.
Strongest force on any atom values, unit hartree/bohr, following the record order: 0.1503 0.0671.